Molecular formula: C34H56N2NiOP3
Method: DFT, ωB97M-V/def2-TZVPD

Each line ends with the Mulliken spin population.
Cartesian coordinates (Å):
C  -1.36  -0.83  -2.88  -0.02
C  -2.79  0.00  -1.23  0.03
C  -2.40  -1.04  -3.78  -0.01
C  -3.86  -0.06  -2.16  0.00
C  -3.67  -0.59  -3.42  0.00
H  -2.20  -1.51  -4.73  0.00
H  -4.85  0.22  -1.80  0.00
H  -4.50  -0.67  -4.12  0.00
N  -1.50  -0.15  -1.73  0.00
P  1.37  -0.52  -2.38  0.02
P  -2.48  -0.05  1.73  0.06
C  -0.02  -1.49  -3.13  0.01
H  -0.03  -2.51  -2.70  0.00
H  0.12  -1.66  -4.20  0.00
C  1.83  1.30  0.19  -0.13
O  2.70  0.66  0.77  -0.01
C  -3.18  0.05  0.14  0.00
H  -4.23  0.39  0.24  0.01
C  -3.54  -1.13  2.85  0.10
C  -2.18  1.68  2.53  0.16
C  2.65  -1.88  -2.05  0.00
C  1.82  0.64  -3.83  0.00
C  -2.53  -2.03  3.59  0.06
H  -1.80  -1.45  4.17  0.00
H  -3.08  -2.69  4.27  0.00
H  -1.97  -2.67  2.89  -0.01
C  -4.41  -0.39  3.87  0.03
H  -3.85  0.22  4.59  0.00
H  -5.17  0.23  3.38  0.00
H  -4.94  -1.15  4.45  0.00
C  -4.48  -1.98  1.99  0.01
H  -4.99  -2.69  2.65  0.00
H  -5.26  -1.35  1.53  0.00
H  -3.96  -2.54  1.20  0.00
C  -1.51  1.50  3.90  0.05
H  -0.54  0.99  3.81  -0.01
H  -1.34  2.50  4.35  0.00
H  -2.13  0.93  4.61  0.01
C  -1.25  2.45  1.59  -0.01
H  -0.29  1.92  1.44  -0.01
H  -1.71  2.61  0.61  -0.01
H  -1.01  3.44  2.02  -0.01
C  -3.49  2.50  2.64  0.02
H  -4.19  2.09  3.38  0.00
H  -3.23  3.52  2.97  0.00
H  -3.99  2.58  1.67  0.00
C  3.27  1.12  -3.66  0.00
H  3.44  2.01  -4.28  0.00
H  3.51  1.40  -2.62  0.00
H  4.00  0.37  -3.99  0.00
C  0.83  1.81  -3.76  0.02
H  -0.20  1.47  -3.88  0.00
H  0.90  2.36  -2.81  -0.01
H  1.05  2.52  -4.58  0.00
C  1.68  -0.02  -5.22  0.00
H  2.06  0.70  -5.97  0.00
H  2.26  -0.94  -5.32  0.00
H  0.63  -0.21  -5.48  0.00
C  2.02  -2.92  -1.12  0.00
H  1.25  -3.52  -1.62  0.00
H  2.80  -3.62  -0.78  0.00
H  1.57  -2.46  -0.23  0.01
C  3.89  -1.29  -1.38  0.00
H  3.66  -0.82  -0.42  0.00
H  4.60  -2.11  -1.18  0.00
H  4.41  -0.56  -2.01  0.00
C  3.07  -2.54  -3.37  0.00
H  2.23  -2.95  -3.92  0.00
H  3.64  -1.86  -4.01  0.00
H  3.75  -3.37  -3.13  0.00
Ni  0.33  0.28  -0.62  1.35
N  -0.35  -0.96  0.59  0.34
C  -1.33  -1.70  0.66  -0.01
C  -1.63  -3.13  0.39  0.00
C  -0.89  -4.11  1.07  -0.03
C  -2.58  -3.58  -0.55  -0.02
C  -1.18  -5.46  0.91  0.01
H  -0.10  -3.79  1.77  0.00
C  -2.87  -4.95  -0.72  0.01
H  -3.15  -2.85  -1.13  0.00
C  -2.17  -5.90  0.04  -0.01
H  -0.62  -6.21  1.48  0.00
H  -3.64  -5.27  -1.42  0.00
H  -2.41  -6.96  -0.08  0.00
C  3.55  3.40  -0.89  0.00
P  2.06  3.16  0.10  0.03
C  2.49  3.84  1.70  0.00
C  0.71  4.11  -0.61  -0.01
H  4.28  2.61  -0.67  0.00
H  4.00  4.38  -0.66  0.00
H  3.30  3.37  -1.95  0.00
H  2.08  4.86  1.81  0.00
H  2.11  3.19  2.50  0.00
H  3.59  3.87  1.80  0.00
H  0.24  4.72  0.18  0.00
H  1.11  4.78  -1.40  0.00
H  -0.06  3.49  -1.08  0.00

Results
* total charge: +1
* 2S+1: 3
* <S²>: 2.128
* E_LUMO (spin up / spin down): -2.8702 / -3.0524 eV


Molecular formula: C34H57CoN3O2SSi
Method: DFT, ωB97M-V/def2-TZVPD

Each line ends with the Mulliken spin population.
Cartesian coordinates (Å):
O  -1.85  2.35  -0.60  0.00
O  -0.25  4.05  0.80  0.01
C  -1.79  2.93  -2.02  0.00
C  -2.82  2.17  -2.81  0.00
H  -0.75  2.79  -2.36  0.00
H  -1.98  4.01  -1.95  0.00
H  -2.69  1.08  -2.66  0.00
H  -2.74  2.41  -3.88  0.00
H  -3.83  2.46  -2.48  0.00
C  -3.11  2.82  0.15  0.01
C  -3.47  4.28  0.03  0.00
H  -2.93  2.49  1.17  -0.01
H  -3.88  2.18  -0.31  0.01
H  -2.70  4.96  0.42  0.00
H  -4.39  4.42  0.63  0.00
H  -3.75  4.59  -0.99  0.00
C  -0.18  3.86  2.22  0.00
C  0.73  4.90  0.19  0.00
C  -1.16  4.76  2.96  0.00
H  0.85  4.04  2.56  0.00
H  -0.43  2.79  2.39  0.00
H  -0.92  5.82  2.81  0.00
H  -1.09  4.55  4.03  0.00
H  -2.19  4.56  2.64  0.00
C  0.45  6.37  0.43  0.00
H  0.68  4.66  -0.89  0.00
H  1.72  4.62  0.56  0.00
H  -0.59  6.63  0.20  0.00
H  1.11  6.96  -0.21  0.00
H  0.67  6.66  1.47  0.00
H  -0.97  2.57  -0.13  -0.01
N  0.27  -2.41  -1.27  0.08
C  1.26  -3.33  -1.24  0.04
C  2.15  -3.42  -0.18  0.00
C  1.97  -2.79  1.05  0.02
C  1.48  -4.23  -2.43  0.01
H  1.72  -3.68  -3.34  0.00
H  0.60  -4.86  -2.64  0.00
H  2.32  -4.90  -2.23  0.00
C  3.00  -2.94  2.13  0.01
H  2.63  -3.56  2.97  0.00
H  3.32  -1.96  2.52  0.00
H  3.87  -3.45  1.70  0.00
N  0.84  -2.09  1.30  0.13
C  -0.67  -2.39  -2.35  -0.01
C  -0.44  -1.55  -3.46  0.01
C  0.74  -0.62  -3.54  0.00
C  -1.33  -1.58  -4.54  -0.01
H  -1.18  -0.89  -5.38  0.00
C  -2.39  -2.46  -4.55  0.01
H  -3.07  -2.50  -5.40  0.00
C  -2.59  -3.33  -3.48  -0.02
H  -3.42  -4.04  -3.50  0.00
C  -1.74  -3.31  -2.38  0.04
C  -1.98  -4.26  -1.26  0.05
C  0.29  -2.12  2.62  -0.05
C  0.50  -1.03  3.49  0.02
C  1.29  0.17  3.07  -0.01
C  0.03  -1.11  4.80  -0.01
H  0.16  -0.26  5.46  0.00
C  -0.63  -2.24  5.27  0.01
H  -1.03  -2.25  6.28  0.00
C  -0.82  -3.33  4.43  -0.01
H  -1.35  -4.21  4.78  0.00
C  -0.33  -3.29  3.11  0.03
C  -0.47  -4.51  2.26  -0.03
Co  -0.03  -1.09  -0.02  2.29
H  0.41  0.42  -3.43  0.00
H  1.22  -0.69  -4.52  0.00
H  1.50  -0.82  -2.78  0.00
H  -1.06  -4.71  -0.86  -0.01
H  -2.61  -5.10  -1.59  0.01
H  -2.46  -3.77  -0.40  0.02
H  0.99  1.05  3.65  0.00
H  1.14  0.37  2.00  0.01
H  2.36  0.02  3.25  0.00
H  -0.98  -4.28  1.32  0.04
H  -1.12  -5.23  2.76  0.01
H  0.51  -4.95  2.00  0.00
H  3.01  -4.07  -0.30  0.00
C  0.73  0.83  -0.41  -0.38
Si  2.60  0.89  -0.70  -0.01
H  0.11  1.03  -1.30  0.03
H  0.35  1.45  0.42  0.04
C  2.80  2.18  -2.07  -0.03
C  3.63  -0.59  -1.25  0.00
C  3.46  1.50  0.85  0.00
H  2.85  2.24  1.39  0.00
H  4.41  1.99  0.59  0.00
H  3.70  0.68  1.53  0.00
H  2.19  1.94  -2.95  0.00
H  3.85  2.23  -2.41  0.00
H  2.53  3.18  -1.72  0.01
H  3.18  -1.21  -2.03  0.00
H  3.87  -1.25  -0.41  0.00
H  4.59  -0.23  -1.66  0.00
S  -1.92  -0.57  0.30  0.74
C  -2.95  -5.80  0.91  0.80
N  -3.62  -6.65  1.39  0.11

Results
* total charge: +1
* 2S+1: 5
* <S²>: 6.253
* E_LUMO (spin up / spin down): -3.9767 / -5.6918 eV


Molecular formula: C34H57CuN4OP2
Method: DFT, ωB97M-V/def2-TZVPD

Each line ends with the Mulliken spin population.
Cartesian coordinates (Å):
C  1.54  -1.26  -2.61  -0.03
C  2.59  0.11  -1.02  0.15
C  2.64  -1.22  -3.46  0.16
C  3.78  0.05  -1.80  0.22
C  3.81  -0.61  -3.00  -0.05
H  2.56  -1.68  -4.44  0.00
H  4.66  0.58  -1.42  0.01
H  4.72  -0.65  -3.60  0.00
N  1.53  -0.69  -1.40  0.11
P  -0.83  -2.44  -1.71  0.01
P  1.64  1.67  1.39  -0.02
C  0.26  -1.94  -3.11  0.00
H  -0.28  -1.24  -3.77  0.01
H  0.55  -2.78  -3.74  0.00
C  2.59  1.02  0.08  0.34
H  3.63  1.33  0.30  -0.06
C  2.18  3.54  1.24  -0.01
C  2.24  0.95  3.09  0.08
C  -2.63  -2.09  -2.21  0.00
C  -0.40  -4.28  -1.63  0.00
C  0.90  4.32  1.56  0.00
H  0.56  4.16  2.59  0.00
H  1.08  5.40  1.42  0.00
H  0.10  4.02  0.88  0.00
C  3.33  3.94  2.17  0.00
H  3.11  3.81  3.23  0.00
H  4.26  3.41  1.92  0.00
H  3.54  5.01  2.01  0.00
C  2.61  3.82  -0.20  0.07
H  2.68  4.90  -0.37  0.00
H  3.58  3.38  -0.45  -0.01
H  1.87  3.41  -0.91  -0.05
C  1.54  1.75  4.20  0.00
H  0.45  1.67  4.11  0.00
H  1.83  1.33  5.17  0.00
H  1.81  2.81  4.21  0.00
C  1.77  -0.50  3.18  0.00
H  0.68  -0.59  3.07  0.00
H  2.26  -1.14  2.43  0.00
H  2.03  -0.90  4.17  0.00
C  3.76  0.93  3.24  0.01
H  4.23  1.92  3.22  0.00
H  4.00  0.48  4.22  0.00
H  4.22  0.30  2.47  0.00
C  -1.27  -4.95  -0.56  0.00
H  -1.00  -6.02  -0.52  0.00
H  -1.09  -4.53  0.44  0.00
H  -2.35  -4.90  -0.78  0.00
C  1.08  -4.38  -1.20  0.00
H  1.76  -3.93  -1.94  0.00
H  1.25  -3.92  -0.22  0.00
H  1.34  -5.45  -1.12  0.00
C  -0.56  -5.00  -2.98  0.00
H  -0.30  -6.06  -2.83  0.00
H  -1.58  -4.96  -3.37  0.00
H  0.12  -4.61  -3.75  0.00
C  -2.63  -0.79  -3.03  0.00
H  -2.23  -0.93  -4.04  0.00
H  -3.67  -0.43  -3.14  0.00
H  -2.05  0.00  -2.53  0.00
C  -3.45  -1.87  -0.93  0.00
H  -3.05  -1.07  -0.30  0.00
H  -4.48  -1.58  -1.22  0.00
H  -3.53  -2.78  -0.32  0.00
C  -3.27  -3.21  -3.03  0.00
H  -2.76  -3.36  -3.99  0.00
H  -3.32  -4.16  -2.49  0.00
H  -4.30  -2.92  -3.26  0.00
Cu  -0.10  -0.87  -0.23  0.00
C  -0.48  -1.91  1.32  0.00
O  -0.11  -2.85  1.91  0.00
N  -0.33  1.08  -0.40  0.01
C  -0.13  2.17  -0.82  0.03
C  -0.91  3.30  -1.61  0.00
C  -0.03  4.45  -2.06  0.00
C  -1.52  2.66  -2.86  0.00
C  -2.04  3.81  -0.72  0.00
H  0.39  5.00  -1.21  0.00
H  0.77  4.09  -2.71  0.00
H  -0.65  5.16  -2.64  0.00
H  -2.33  1.97  -2.58  0.00
H  -1.95  3.44  -3.51  0.00
H  -0.76  2.11  -3.43  0.00
H  -2.65  4.53  -1.28  0.00
H  -2.68  2.97  -0.39  0.00
H  -1.66  4.30  0.19  0.00
N  -1.47  1.01  2.58  0.00
C  -2.17  -0.07  3.06  0.00
C  -2.85  0.00  4.29  0.00
C  -3.49  -1.14  4.76  0.00
C  -3.45  -2.30  3.98  0.00
C  -2.75  -2.29  2.78  0.00
N  -2.09  -1.20  2.34  0.00
H  -1.14  1.01  1.62  0.00
H  -1.59  1.91  3.02  0.00
H  -2.83  0.95  4.83  0.00
H  -4.01  -1.14  5.72  0.00
H  -3.96  -3.22  4.28  0.00
H  -2.71  -3.17  2.14  0.00

Results
* total charge: +1
* 2S+1: 2
* <S²>: 0.786
* E_LUMO (spin up / spin down): -2.4904 / -4.0435 eV


Molecular formula: C34H58F3NO8Si
Method: DFT, ωB97M-V/def2-TZVPD

Each line ends with the Löwdin charge.
Cartesian coordinates (Å):
C  -0.31  -2.14  0.45  -0.10
N  -0.47  -1.00  1.43  -0.15
C  -1.17  0.07  0.65  -0.09
C  0.84  -0.57  1.93  -0.35
O  1.90  -1.07  1.46  0.01
C  1.04  0.51  3.12  0.03
C  0.72  1.98  2.53  -0.37
O  -0.08  2.71  3.16  0.06
O  1.34  2.29  1.30  -0.02
C  1.78  3.67  1.23  -0.19
C  0.66  4.54  0.49  -0.08
C  0.48  4.25  -1.07  -0.16
F  0.48  2.85  -1.43  -0.10
C  3.26  3.85  0.62  -0.32
F  3.52  5.28  0.64  0.00
F  3.41  3.35  -0.71  0.04
C  4.40  3.20  1.57  -0.13
C  4.38  1.59  1.56  -0.23
Si  6.10  0.75  1.67  0.56
C  6.01  -0.44  3.20  -0.22
C  7.54  1.99  1.92  -0.22
C  6.29  -0.33  0.07  -0.24
C  6.07  -1.86  0.21  -0.07
C  6.18  -2.73  -1.10  -0.06
C  6.49  -1.99  -2.43  -0.07
C  6.73  -0.45  -2.54  -0.06
C  6.62  0.41  -1.25  -0.07
H  0.40  -1.86  -0.42  0.11
H  -1.33  -2.35  -0.05  0.06
H  0.02  -3.09  1.00  0.10
H  -2.13  -0.33  0.18  0.10
H  -1.46  0.91  1.39  0.09
H  -0.48  0.57  -0.13  0.11
H  0.29  0.31  3.97  0.13
H  2.09  0.43  3.56  0.12
H  1.85  4.09  2.31  0.17
H  -0.34  4.33  1.02  0.12
H  0.85  5.67  0.60  0.14
H  1.25  4.78  -1.74  0.13
H  -0.56  4.65  -1.36  0.11
H  4.14  3.53  2.65  0.13
H  5.41  3.67  1.31  0.11
H  3.90  1.27  0.56  0.10
H  3.70  1.13  2.37  0.06
H  5.16  -1.18  2.97  0.03
H  5.65  0.15  4.13  0.04
H  7.00  -0.97  3.40  0.04
H  8.50  1.48  2.27  0.04
H  7.21  2.70  2.78  0.05
H  7.78  2.62  1.00  0.04
H  5.83  -2.37  1.22  0.08
H  6.00  -3.85  -1.07  0.08
H  6.57  -2.61  -3.39  0.06
H  6.99  0.06  -3.53  0.08
H  6.75  1.55  -1.23  0.09
C  2.85  -4.65  -3.55  -0.02
C  4.07  -4.64  -4.44  -0.49
C  4.25  -5.80  -5.38  -0.03
O  4.88  -3.73  -4.39  0.05
H  2.85  -3.76  -2.92  0.09
H  1.95  -4.65  -4.16  0.08
H  2.87  -5.53  -2.90  0.09
H  3.40  -5.84  -6.08  0.08
H  4.33  -6.73  -4.82  0.08
H  5.16  -5.65  -5.96  0.08
C  -1.49  3.27  -4.96  -0.02
C  -1.88  4.66  -4.53  -0.49
C  -2.73  5.46  -5.48  -0.03
O  -1.53  5.11  -3.45  0.05
H  -0.88  2.81  -4.17  0.08
H  -2.38  2.66  -5.11  0.09
H  -0.90  3.32  -5.88  0.09
H  -3.68  4.95  -5.65  0.09
H  -2.20  5.61  -6.42  0.09
H  -2.94  6.44  -5.03  0.08
C  -4.15  0.49  2.83  -0.03
C  -5.52  0.45  2.21  -0.49
C  -6.53  1.47  2.68  -0.03
O  -5.81  -0.38  1.37  0.05
H  -3.53  -0.30  2.39  0.07
H  -3.68  1.46  2.62  0.08
H  -4.22  0.33  3.90  0.09
H  -6.16  2.47  2.47  0.09
H  -6.70  1.35  3.75  0.09
H  -7.47  1.31  2.16  0.06
C  -4.49  -4.50  -0.06  -0.01
C  -3.28  -4.50  -0.95  -0.48
C  -3.11  -5.66  -1.90  -0.02
O  -2.46  -3.60  -0.91  0.04
H  -4.48  -3.61  0.56  0.08
H  -5.40  -4.49  -0.67  0.09
H  -4.48  -5.38  0.58  0.09
H  -3.95  -5.70  -2.59  0.09
H  -3.04  -6.59  -1.33  0.09
H  -2.19  -5.53  -2.47  0.08
C  -10.74  -0.79  4.52  -0.03
C  -9.84  -0.26  3.43  -0.49
C  -9.49  -1.20  2.31  -0.02
O  -9.42  0.88  3.46  0.05
H  -10.92  0.00  5.26  0.08
H  -11.71  -1.08  4.09  0.09
H  -10.27  -1.64  5.01  0.09
H  -10.39  -1.52  1.79  0.09
H  -8.96  -2.07  2.71  0.09
H  -8.83  -0.69  1.60  0.07

Results
* E_LUMO: 0.6145 eV
* SMILES: CN(C)C(=O)CC(=O)O[C@H](CCF)C(F)(F)CC[Si](C)(C)c1ccccc1.CC(C)=O.CC(C)=O.CC(C)=O.CC(C)=O.CC(C)=O


Molecular formula: C34H59ClLuN2O2Si
Method: DFT, ωB97M-V/def2-TZVPD

Each line ends with the Löwdin charge.
Cartesian coordinates (Å):
O  0.83  -1.59  -1.08  -0.36
O  0.79  -0.38  -6.24  -0.19
C  2.24  -1.87  -1.28  -0.20
C  2.79  -3.01  -0.45  -0.04
H  2.78  -0.96  -1.04  0.12
H  2.40  -2.04  -2.34  0.12
H  2.61  -2.86  0.62  0.06
H  3.88  -3.07  -0.58  0.10
H  2.38  -3.98  -0.74  0.09
C  -0.05  -2.72  -1.31  -0.24
C  -0.03  -3.32  -2.70  -0.03
H  -1.06  -2.36  -1.09  0.09
H  0.18  -3.49  -0.58  0.11
H  -0.47  -2.63  -3.42  0.09
H  -0.66  -4.22  -2.72  0.10
H  0.96  -3.61  -3.03  0.08
C  -0.24  0.25  -7.03  -0.27
C  1.77  -1.12  -6.98  -0.27
C  -1.55  -0.50  -6.91  -0.08
H  0.06  0.37  -8.08  0.12
H  -0.37  1.27  -6.65  0.11
H  -1.46  -1.53  -7.28  0.07
H  -2.34  0.00  -7.47  0.08
H  -1.86  -0.55  -5.86  0.07
C  1.21  -2.27  -7.79  -0.09
H  2.49  -1.50  -6.25  0.11
H  2.34  -0.43  -7.63  0.12
H  0.63  -2.96  -7.17  0.08
H  2.02  -2.85  -8.25  0.08
H  0.56  -1.93  -8.61  0.07
H  1.40  1.61  -4.38  0.02
N  -0.88  -1.00  1.47  -0.30
C  -1.73  -0.37  2.54  -0.50
C  -2.30  0.81  2.25  -0.05
C  -2.28  1.64  1.12  -0.32
C  -1.98  -1.01  3.81  -0.20
H  -1.11  -1.53  4.35  0.04
H  -2.72  -1.77  3.75  0.11
H  -2.25  -0.27  4.58  0.14
C  -3.18  2.82  1.08  0.00
H  -3.83  2.80  0.20  0.10
H  -2.61  3.76  1.06  0.08
H  -3.85  2.89  1.96  0.09
N  -1.50  1.39  0.05  -0.12
C  -0.52  -2.38  1.73  -0.31
C  0.67  -2.73  2.46  -0.31
C  1.63  -1.78  3.11  -0.22
C  0.89  -4.09  2.71  -0.05
H  1.80  -4.38  3.24  0.13
C  0.00  -5.05  2.28  -0.07
H  0.21  -6.10  2.46  0.12
C  -1.18  -4.66  1.67  -0.04
H  -1.90  -5.43  1.37  0.12
C  -1.48  -3.32  1.44  -0.25
C  -2.80  -3.00  0.80  -0.03
C  -1.76  1.95  -1.24  -0.24
C  -1.22  3.20  -1.59  -0.23
C  -0.26  3.93  -0.69  -0.04
C  -1.55  3.75  -2.82  -0.06
H  -1.13  4.71  -3.12  0.12
C  -2.41  3.10  -3.70  -0.07
H  -2.66  3.54  -4.66  0.11
C  -2.96  1.87  -3.33  -0.05
H  -3.64  1.37  -4.02  0.12
C  -2.66  1.28  -2.11  -0.22
C  -3.28  -0.03  -1.75  -0.03
Lu  0.04  0.02  -0.02  1.55
H  2.55  -1.70  2.59  0.11
H  1.81  -2.03  4.17  0.12
H  1.26  -0.72  3.17  -0.05
H  -2.87  -1.99  0.38  0.05
H  -3.62  -3.12  1.53  0.10
H  -3.02  -3.69  -0.03  0.10
H  0.29  4.72  -1.22  0.09
H  0.48  3.24  -0.29  0.06
H  -0.77  4.40  0.16  0.08
H  -3.76  0.02  -0.76  0.08
H  -2.52  -0.82  -1.70  0.06
H  -4.05  -0.35  -2.47  0.09
H  -2.97  1.12  3.05  0.12
C  1.46  2.69  -4.19  -0.17
Si  2.96  3.51  -4.97  0.44
H  0.58  3.07  -4.70  0.01
H  1.37  3.00  -3.15  0.02
C  4.48  2.42  -4.94  -0.19
C  3.38  5.09  -4.06  -0.19
C  2.60  4.03  -6.73  -0.19
H  3.39  4.67  -7.12  0.04
H  1.66  4.60  -6.79  0.03
H  2.51  3.17  -7.40  0.02
H  4.85  2.27  -3.92  0.03
H  5.29  2.88  -5.52  0.04
H  4.28  1.44  -5.38  0.02
H  3.40  4.93  -2.98  0.02
H  2.65  5.88  -4.28  0.03
H  4.37  5.46  -4.36  0.04
Cl  -0.11  -1.02  3.39  1.03
C  0.62  0.85  2.02  -0.22
H  0.05  1.74  2.31  -0.01
H  1.67  1.00  2.08  -0.07

Results
* total charge: +1
* E_LUMO (spin up / spin down): -2.6784 / -2.6415 eV


Number 1: electronic energy -110094.717 eV. Number 2: electronic energy -101076.360 eV. Number 3: electronic energy -107401.129 eV. Number 4: electronic energy -70092.981 eV. Number 5: electronic energy -97289.516 eV.